{
  "formula": "C25H71O36P7S2",
  "method": "ωB97M-V/def2-TZVPD",
  "species": ["C", "O", "P", "O", "O", "C", "O", "C", "H", "H", "H", "H", "H", "H", "H", "H", "H", "C", "O", "P", "O", "O", "C", "O", "C", "H", "H", "H", "H", "H", "H", "H", "H", "H", "C", "O", "P", "O", "O", "C", "O", "C", "H", "H", "H", "H", "H", "H", "H", "H", "H", "C", "O", "P", "O", "O", "C", "O", "C", "H", "H", "H", "H", "H", "H", "H", "H", "H", "C", "O", "P", "O", "O", "C", "O", "C", "H", "H", "H", "H", "H", "H", "H", "H", "H", "C", "O", "P", "O", "O", "C", "O", "C", "H", "H", "H", "H", "H", "H", "H", "H", "H", "C", "O", "P", "O", "O", "C", "O", "C", "H", "H", "H", "H", "H", "H", "H", "H", "H", "C", "C", "O", "S", "O", "O", "O", "H", "H", "H", "H", "C", "C", "O", "S", "O", "O", "O", "H", "H", "H", "H"],
  "positions_angstrom": [[3.296662, -3.005626, 0.068520], [4.540342, -3.364833, -0.425732], [4.921568, -5.036806, -0.633863], [4.259840, -5.536958, -1.842181], [6.511480, -5.196680, -0.543102], [7.335132, -4.857576, -1.645443], [4.292987, -5.677607, 0.767428], [3.689727, -6.951974, 0.687831], [2.811112, -2.277610, -0.581350], [3.332941, -2.529449, 1.048333], [2.604307, -3.847116, 0.043367], [7.293705, -5.630186, -2.413199], [8.345187, -5.013141, -1.266377], [7.190721, -3.805570, -1.891460], [4.200689, -7.879628, 0.945643], [3.262527, -7.103990, -0.303381], [2.720115, -6.918431, 1.184642], [-4.227796, 1.880167, -0.351020], [-4.855004, 2.634410, -1.386002], [-5.871461, 1.916419, -2.472286], [-5.285337, 0.844949, -3.269530], [-6.459593, 3.160994, -3.472181], [-7.134347, 2.771763, -4.630531], [-7.164574, 1.469934, -1.557200], [-7.928059, 2.416807, -0.830769], [-3.401742, 2.349669, 0.183118], [-4.010472, 0.895804, -0.765632], [-4.977111, 1.623326, 0.397748], [-7.905755, 3.450173, -4.994931], [-7.692234, 1.836423, -4.585928], [-6.536260, 2.601500, -5.525745], [-8.942239, 2.018969, -0.866368], [-7.863812, 3.398361, -1.300360], [-7.569938, 2.359220, 0.197105], [-4.030913, 5.279016, 2.195317], [-3.167604, 4.364684, 2.735217], [-3.774149, 3.240665, 3.690544], [-4.842035, 3.635367, 4.719466], [-2.491181, 2.408934, 4.237685], [-1.505448, 1.787478, 3.417736], [-4.257999, 2.097703, 2.655305], [-5.099578, 0.952207, 2.853367], [-3.631741, 5.742961, 1.293359], [-4.313512, 6.019981, 2.943120], [-4.895237, 4.758437, 1.782965], [-0.575916, 2.356433, 3.399005], [-1.683384, 1.698307, 2.346066], [-1.230243, 0.836291, 3.873379], [-4.685809, 0.023076, 2.461430], [-6.024169, 1.014370, 2.279471], [-5.294222, 0.998891, 3.924826], [0.070600, -4.647504, 1.511271], [0.735978, -5.838104, 0.998676], [-0.015792, -7.300686, 1.082701], [0.744408, -8.312149, 0.273279], [-0.171668, -7.672714, 2.627264], [0.956506, -7.942676, 3.439524], [-1.468072, -6.883836, 0.534001], [-1.804119, -6.934673, -0.858004], [-0.845459, -4.838459, 2.070255], [-0.069131, -3.962365, 0.675103], [0.810766, -4.257825, 2.210133], [1.093502, -7.108155, 4.127209], [1.841096, -8.130936, 2.831115], [0.692941, -8.746406, 4.127005], [-0.965602, -7.308960, -1.445279], [-1.909981, -5.938614, -1.287827], [-2.688138, -7.549695, -1.026472], [1.260638, 2.909782, -7.918880], [0.056310, 3.025940, -7.101292], [-1.045945, 1.869444, -6.901138], [-0.946571, 0.789782, -7.901605], [-1.035662, 1.257574, -5.310192], [-0.971142, -0.085814, -4.906348], [-2.417033, 2.671211, -6.977505], [-3.618710, 1.912784, -6.481653], [1.933448, 3.754036, -8.069402], [1.069673, 2.440624, -8.884033], [1.867915, 2.129248, -7.460518], [-0.914252, -0.769156, -5.753646], [-1.769641, -0.323155, -4.203383], [-0.123471, -0.129878, -4.222532], [-3.907379, 2.310709, -5.508800], [-3.419852, 0.849496, -6.347560], [-4.575100, 1.939325, -7.003881], [2.771204, 1.369377, 3.156423], [3.207313, 2.769648, 2.787127], [2.145443, 3.931051, 2.986523], [0.871606, 3.947094, 2.188490], [1.966014, 4.077658, 4.567641], [1.222969, 5.105736, 5.233107], [2.985640, 5.232371, 2.675969], [4.257476, 5.533613, 3.013066], [3.068875, 0.784188, 2.286342], [1.703697, 1.473951, 3.350303], [3.334843, 1.059879, 4.036549], [0.922868, 5.910231, 4.561676], [1.945400, 5.610917, 5.874184], [0.359138, 4.694173, 5.755135], [4.706446, 4.671879, 3.506959], [4.391337, 6.412602, 3.643597], [4.941300, 5.689607, 2.178714], [4.176064, 0.315716, -2.014352], [3.245457, 1.265802, -1.359714], [3.387164, 2.855352, -1.607066], [2.327315, 3.776282, -1.136651], [4.813884, 3.074616, -0.968751], [5.522908, 4.286359, -0.921290], [3.643460, 3.055558, -3.216523], [2.550695, 3.117806, -4.144489], [5.217063, 0.483499, -1.738169], [4.006680, 0.293440, -3.090882], [3.960213, -0.732511, -1.807616], [5.830596, 4.513035, 0.099522], [5.058731, 5.166996, -1.365264], [6.438797, 4.138952, -1.493573], [2.490568, 4.140030, -4.518061], [1.636655, 2.959791, -3.572061], [2.696929, 2.263301, -4.805183], [-0.308265, -3.274784, 5.465081], [-1.158701, -2.034443, 5.132312], [-0.251729, -0.925382, 5.095590], [1.259289, -1.282770, 5.609684], [1.732591, -0.414992, 6.695404], [2.091377, -1.292461, 4.412702], [0.770767, -2.795447, 6.177301], [0.030202, -3.728669, 4.533669], [-0.823411, -3.954063, 6.144280], [-1.967135, -1.854939, 5.841051], [-1.608053, -2.235463, 4.159808], [0.584060, -0.780451, -0.999851], [-0.169157, 0.586576, -1.086579], [-0.912469, 0.714778, 0.109201], [-0.793204, -0.632279, 1.060135], [-2.085223, -0.941718, 1.568672], [0.329218, -0.302017, 1.932348], [-0.428651, -1.531994, -0.302179], [1.463661, -0.651212, -0.369225], [0.969316, -1.217002, -1.921310], [-0.861917, 0.561153, -1.927731], [0.601453, 1.350877, -1.187056]],
  "forces_ev_per_a": [[-1.7, 0.1, -0.1], [2.7, -2.9, -0.3], [-2.2, 1.5, 1.5], [0.6, 0.0, 0.1], [-2.1, 0.3, 0.9], [1.3, -0.4, 0.3], [2.2, 1.1, -1.4], [-2.5, -0.8, -1.2], [0.4, 0.1, -0.3], [0.2, -0.3, 0.2], [0.0, -0.1, 0.5], [-0.8, 0.6, -0.5], [0.1, 0.5, 0.1], [0.0, -0.3, -0.6], [0.9, 0.6, 0.3], [0.6, -0.1, -0.4], [0.6, 0.2, 0.8], [-1.3, -1.9, 0.2], [-1.5, 0.8, -2.1], [-0.7, 1.6, 0.8], [-0.1, -0.2, 0.3], [1.3, -1.0, 2.6], [-1.2, -1.2, -1.9], [2.1, -0.2, -2.0], [-0.2, -0.4, 0.1], [0.0, 0.4, -0.8], [0.9, 0.0, 0.0], [-0.1, 0.4, 0.1], [0.2, 0.8, 0.8], [0.1, -0.3, 0.8], [0.9, 0.3, 0.3], [-0.1, 0.4, 0.1], [-0.1, 0.1, 0.4], [-0.1, 0.6, 0.1], [-1.8, 1.2, -1.4], [1.3, -2.1, 1.4], [-1.3, -2.1, 1.9], [3.2, -0.8, -2.6], [-1.0, 1.7, 0.2], [1.5, 0.0, -0.2], [-0.2, 0.7, -1.4], [-0.2, 0.9, 0.8], [0.7, 0.1, 0.4], [-0.2, 0.1, -0.2], [-0.5, 0.1, 0.3], [-0.1, 0.5, 0.4], [-1.0, -0.1, 0.2], [-0.5, 0.0, -0.2], [0.9, 0.2, 0.5], [-0.2, 0.7, 0.2], [-0.4, -1.0, -0.1], [1.1, -0.4, 0.2], [-1.1, -1.2, 0.5], [1.6, 0.1, -2.2], [-1.2, 1.6, 1.4], [-1.4, 0.7, -1.3], [0.2, 0.2, 0.8], [0.2, -0.7, 1.3], [0.9, 0.0, -0.8], [-0.1, -0.2, -0.3], [-0.2, 0.0, 0.2], [-0.1, 0.5, 0.0], [0.3, 0.4, -0.3], [0.0, -0.2, 0.3], [0.1, -0.4, -0.5], [0.0, -0.6, 0.2], [-0.5, 0.2, 0.6], [0.1, 0.2, 0.2], [0.2, -2.6, 0.1], [-0.4, 0.4, 0.4], [0.0, -1.7, 0.3], [0.3, 0.2, 0.6], [-0.1, 2.8, -2.5], [0.5, -0.1, 0.5], [-1.1, -0.7, 0.7], [0.4, 0.0, 1.2], [-1.1, 0.7, 0.6], [-0.6, 0.5, -0.1], [0.2, 0.1, 0.3], [0.1, -0.1, 0.2], [-0.7, 0.1, -0.6], [0.6, -0.5, -0.5], [0.6, 0.1, 0.1], [0.4, 0.1, -0.1], [0.7, 0.7, -1.3], [0.6, 1.8, -0.4], [-0.7, -0.5, 0.8], [-1.7, 1.3, -1.0], [2.1, -0.6, 1.6], [0.0, -1.1, 0.0], [0.6, 0.6, -0.5], [-2.0, 0.4, -1.6], [3.0, -0.6, 1.0], [-0.5, -0.1, 0.2], [0.1, -0.9, -0.1], [-0.2, 0.2, -0.1], [-0.3, -0.3, -0.4], [-0.2, -0.3, 0.5], [0.2, 0.0, 0.0], [0.2, 0.1, 0.5], [-0.6, 0.0, 0.2], [-0.5, 0.1, -0.6], [-0.5, 0.1, -0.3], [0.3, -0.3, -0.6], [-0.2, 1.1, -1.1], [0.6, -1.7, -0.2], [-0.5, -0.6, -0.2], [1.3, 0.7, -0.3], [0.8, -0.5, 1.6], [-0.4, -0.3, 1.5], [-0.2, 0.4, -0.1], [0.3, 0.8, -0.1], [-0.5, 0.3, 1.1], [-0.3, -0.1, 0.1], [-0.6, -0.3, 0.1], [0.1, -0.1, 0.0], [0.2, -0.4, -0.6], [-0.3, 0.0, -0.2], [-0.1, 0.6, -0.6], [-1.0, 0.4, -0.5], [-0.2, -0.7, -0.1], [0.7, -0.1, 0.5], [0.3, 1.0, -0.1], [-1.6, -2.4, -1.9], [-1.2, -0.9, 1.9], [2.9, 2.3, 0.6], [-0.1, -0.4, 0.1], [0.0, -0.2, -0.4], [0.3, 0.2, 0.2], [0.1, 0.7, -0.2], [-0.4, 1.7, 0.9], [1.4, -0.8, -1.1], [-0.4, -0.7, 1.2], [1.6, 3.2, -2.2], [0.7, -0.7, -0.2], [-1.6, -1.9, -1.2], [0.2, -1.1, 2.2], [-0.1, 0.0, 0.2], [-0.9, -0.3, -0.1], [0.0, 0.2, 0.0], [-0.5, 0.4, 0.1]],
  "relative_energy_ev": 5.327,
  "gap_ev": 10.06,
  "e_tot_ha": -6890.0144,
  "smiles": "COP(=O)(OC)OC.COP(=O)(OC)OC.COP(=O)(OC)OC.COP(=O)(OC)OC.COP(=O)(OC)OC.COP(=O)(OC)OC.COP(=O)(OC)OC.O=S1(=O)OCCO1.O=S1(=O)OCCO1",
  "multiplicity": 1,
  "e_homo_ev": -9.90
}